# 1
{"formula": "C6H12O", "method": "ωB97M-V/def2-TZVPD", "relative_energy_kj_mol": 127.68, "smiles": "CC(C)[C@H]1O[C@H]1C", "lumo_ev": 1.121, "largest_force_ha_per_bohr": 0.007, "e_homo_ev": -10.1, "gap_ha": 0.412, "symbols": ["C", "C", "C", "C", "O", "C", "C", "H", "H", "H", "H", "H", "H", "H", "H", "H", "H", "H", "H"], "xyz": [[0.1123, 1.7444, -0.0320], [0.1070, 0.3688, -0.7058], [0.5799, 0.4329, -2.1671], [0.9572, -0.5729, 0.1565], [1.0740, -0.2831, 1.5575], [0.3643, -1.4480, 1.1789], [-1.1202, -1.4570, 1.4574], [-0.8081, 2.2988, -0.2262], [0.2106, 1.6117, 1.0482], [0.9706, 2.3392, -0.3673], [-0.9233, -0.0169, -0.7270], [1.6392, 0.7147, -2.2339], [0.0026, 1.1882, -2.7172], [0.4484, -0.5227, -2.6915], [1.9210, -0.8487, -0.2757], [0.8913, -2.3732, 1.4194], [-1.5426, -0.4495, 1.3694], [-1.3110, -1.8183, 2.4738], [-1.6328, -2.1194, 0.7485]], "atomic_forces_ev_per_a": [[-0.04, 0.18, 0.03], [-0.03, 0.04, 0.15], [0.03, -0.02, 0.07], [0.04, -0.03, -0.27], [0.09, 0.06, 0.01], [-0.07, -0.32, -0.11], [0.06, 0.00, -0.01], [0.11, 0.05, -0.15], [-0.14, 0.20, -0.19], [-0.15, -0.05, 0.01], [0.21, 0.10, 0.10], [-0.18, -0.04, 0.06], [0.11, -0.16, 0.15], [0.06, 0.14, 0.17], [-0.17, -0.11, 0.00], [-0.11, 0.06, -0.03], [0.11, -0.23, 0.00], [0.01, 0.04, -0.17], [0.05, 0.09, 0.16]]}

# 2
{"formula": "C25H29N4O4", "method": "ωB97M-V/def2-TZVPD", "relative_energy_kj_mol": 163.68, "lumo_ev": 2.020, "largest_force_ha_per_bohr": 0.122, "e_homo_ev": -4.8, "total_charge": -1, "gap_ha": 0.251, "symbols": ["C", "C", "O", "C", "C", "O", "C", "O", "O", "H", "H", "H", "H", "H", "H", "H", "H", "H", "N", "C", "C", "C", "C", "C", "H", "H", "H", "H", "H", "N", "C", "C", "C", "C", "C", "H", "H", "H", "H", "H", "N", "C", "C", "C", "C", "C", "H", "H", "H", "H", "H", "N", "C", "C", "C", "C", "C", "H", "H", "H", "H", "H"], "xyz": [[4.6664, 2.1734, -0.7063], [4.6584, 3.1315, -1.9944], [4.5727, 4.5465, -1.7221], [3.3986, 4.8992, -0.9590], [2.0165, 4.2843, -1.4867], [1.5662, 3.2847, -0.5349], [0.3112, 2.7063, -0.9253], [-0.0270, 1.5721, -0.4264], [-0.5248, 3.3451, -1.8492], [4.3410, 2.6585, 0.2710], [4.0683, 1.2183, -0.9816], [5.7548, 1.8116, -0.5358], [3.8773, 2.7527, -2.7628], [5.6763, 2.9707, -2.5248], [3.5061, 4.6849, 0.1753], [3.2937, 6.0503, -1.0284], [2.0633, 3.8840, -2.5617], [1.2372, 5.1403, -1.4869], [-5.5639, 0.4190, -1.9112], [-4.8777, -0.4328, -1.1311], [-3.5595, -0.2392, -0.7497], [-2.9038, 0.8987, -1.2013], [-3.5873, 1.7951, -2.0103], [-4.9053, 1.5137, -2.3330], [-5.4309, -1.3091, -0.8058], [-3.0569, -0.9598, -0.1159], [-1.8687, 1.0867, -0.9256], [-3.1056, 2.6921, -2.3803], [-5.4826, 2.1870, -2.9601], [4.0767, -1.0597, -0.3979], [4.7698, -2.1586, -0.0541], [4.4365, -2.9808, 1.0100], [3.3237, -2.6513, 1.7707], [2.5889, -1.5219, 1.4418], [3.0006, -0.7646, 0.3561], [5.6333, -2.3733, -0.6763], [5.0315, -3.8560, 1.2392], [3.0323, -3.2699, 2.6121], [1.7155, -1.2357, 2.0143], [2.4560, 0.1263, 0.0564], [3.7217, -5.8930, 2.5234], [3.8163, -6.5269, 3.7036], [4.2460, -7.8368, 3.8438], [4.5961, -8.5385, 2.6995], [4.5063, -7.9089, 1.4666], [4.0684, -6.5947, 1.4325], [3.5284, -5.9380, 4.5686], [4.3050, -8.2965, 4.8226], [4.9361, -9.5663, 2.7679], [4.7709, -8.4266, 0.5530], [3.9846, -6.0580, 0.4925], [-8.7489, 3.3763, -1.5617], [-7.9520, 2.4745, -0.9625], [-7.9494, 2.2354, 0.4026], [-8.8151, 2.9700, 1.1995], [-9.6479, 3.9093, 0.6069], [-9.5782, 4.0721, -0.7670], [-7.2916, 1.9283, -1.6252], [-7.2866, 1.4938, 0.8311], [-8.8412, 2.8123, 2.2725], [-10.3356, 4.5007, 1.1991], [-10.2117, 4.7914, -1.2770]], "atomic_forces_ev_per_a": [[0.75, -0.77, -0.61], [0.92, -1.16, -0.37], [-0.93, -0.98, 0.36], [-1.07, 0.87, 0.37], [-0.39, 1.40, 0.25], [-1.27, -0.35, -1.69], [-4.64, -0.58, -2.73], [2.17, 3.08, -0.45], [4.48, -1.88, 3.98], [0.06, -0.68, -1.53], [0.96, 1.85, 0.84], [-1.71, 0.60, -0.21], [0.95, 0.90, 1.40], [-1.63, 0.54, 0.81], [-0.11, 0.03, -1.83], [0.43, -1.84, -0.09], [0.04, 0.51, 1.67], [1.21, -1.42, -0.13], [0.53, 0.04, 0.16], [-0.33, 0.25, -0.28], [-0.21, 0.17, -0.19], [0.29, -0.04, 0.12], [-0.23, -0.04, -0.07], [-0.14, -0.48, 0.16], [0.02, -0.02, 0.02], [-0.02, 0.02, -0.03], [0.03, 0.14, -0.06], [0.14, -0.08, 0.10], [0.05, 0.04, -0.01], [-0.23, -0.63, 0.66], [-0.29, 0.52, -0.22], [-0.02, 0.05, -0.01], [-0.13, 0.03, 0.17], [0.18, -0.19, 0.01], [0.39, 0.18, -0.57], [0.01, -0.05, 0.03], [-0.03, 0.06, 0.02], [0.06, -0.03, -0.11], [0.03, 0.05, -0.10], [-0.13, -0.03, 0.10], [0.26, -0.76, 0.12], [-0.09, 0.40, -0.45], [0.03, -0.06, -0.11], [0.03, -0.08, -0.01], [0.01, -0.07, 0.16], [-0.20, 0.44, 0.33], [0.02, -0.06, 0.01], [-0.01, 0.05, -0.04], [-0.02, 0.06, 0.00], [-0.02, 0.06, 0.03], [0.01, -0.05, 0.01], [-0.12, -0.01, 0.74], [-0.24, 0.35, -0.60], [-0.15, 0.11, 0.17], [0.03, -0.05, 0.06], [0.06, -0.07, 0.03], [0.31, -0.25, -0.43], [-0.10, -0.08, 0.19], [0.01, 0.04, -0.10], [0.00, 0.02, -0.06], [0.02, -0.01, -0.05], [-0.01, 0.01, 0.07]]}

# 3
{"formula": "CH3BCl2", "method": "ωB97M-V/def2-TZVPD", "relative_energy_kj_mol": 85.19, "lumo_ev": 0.328, "largest_force_ha_per_bohr": 0.051, "e_homo_ev": -10.7, "gap_ha": 0.404, "symbols": ["B", "C", "Cl", "Cl", "H", "H", "H"], "xyz": [[0.8101, 0.1542, 0.4888], [-0.5465, 0.2007, -0.4867], [-0.0892, -1.6542, -0.0314], [-2.1010, 0.6609, 0.0343], [1.9014, 0.2824, 0.0221], [0.5536, 0.1331, 1.6323], [-0.5284, 0.2229, -1.6594]], "atomic_forces_ev_per_a": [[-1.60, 0.00, -1.27], [2.16, -0.60, -1.39], [-0.25, 0.30, -0.52], [-0.39, 0.06, 0.36], [-0.28, -0.09, -0.02], [0.09, 0.45, 0.36], [0.27, -0.13, 2.48]]}

# 4
{"formula": "C4H18BaO6", "method": "ωB97M-V/def2-TZVPD", "relative_energy_kj_mol": 918.01, "lumo_ev": -2.795, "largest_force_ha_per_bohr": 0.052, "e_homo_ev": -6.1, "gap_ha": 0.123, "symbols": ["Ba", "O", "H", "O", "H", "C", "O", "H", "H", "H", "H", "C", "O", "H", "H", "H", "H", "C", "O", "H", "H", "H", "H", "C", "O", "H", "H", "H", "H"], "xyz": [[-0.3081, -1.3159, -0.9796], [-1.7402, -5.5050, -2.4520], [-1.7633, -5.7344, -3.4014], [2.1209, 0.8124, -4.5480], [2.1827, 1.5964, -5.1276], [1.6094, -1.2726, 5.3220], [1.3712, -0.6092, 4.0788], [2.5733, -1.7733, 5.2305], [1.6113, -0.6131, 6.1898], [0.8114, -2.0113, 5.3978], [1.8180, 0.2332, 4.1898], [-6.1213, -1.1912, -1.8332], [-5.3950, -1.6353, -0.7317], [-7.0332, -1.7853, -1.8919], [-6.4819, -0.1632, -1.7958], [-5.6291, -1.4179, -2.7789], [-5.8382, -2.3237, -0.2303], [6.2708, -0.3769, -0.1724], [5.0925, -0.6801, -0.8175], [6.1751, -0.8325, 0.8132], [7.1227, -0.7295, -0.7537], [6.3433, 0.7077, -0.0923], [4.8880, -0.2422, -1.6469], [-1.4408, 4.7942, -0.5348], [-1.7038, 3.4754, -0.0290], [-1.2090, 5.3856, 0.3510], [-0.6289, 4.6147, -1.2396], [-2.2861, 5.1295, -1.1358], [-2.4117, 3.4635, 0.6193]], "atomic_forces_ev_per_a": [[0.10, -0.46, -1.12], [0.19, 0.62, -0.12], [0.10, 0.35, 0.60], [-0.14, 0.05, 0.26], [-0.23, -0.45, 0.55], [-0.05, -0.74, -0.63], [-0.02, 0.68, 0.34], [0.02, -0.19, 0.41], [-0.14, 0.08, -0.10], [0.18, -0.04, 0.35], [-0.03, 0.20, -0.48], [-1.72, -1.10, -0.78], [1.32, 0.44, 0.92], [-0.28, 0.02, -0.15], [0.57, 0.22, 0.27], [0.44, 0.33, 0.09], [-0.18, 0.11, -0.35], [0.35, 0.92, -0.35], [-2.33, -1.20, -0.42], [0.49, 0.04, -0.06], [0.31, -0.21, 0.36], [0.39, 0.15, 0.42], [0.64, 0.31, -0.02], [-0.32, -1.33, 0.19], [0.00, -0.88, -0.13], [0.20, 0.68, -0.65], [0.27, 0.56, 0.35], [-0.08, 0.44, 0.31], [-0.06, 0.39, -0.07]]}

# 5
{"formula": "C4H6N", "method": "ωB97M-V/def2-TZVPD", "relative_energy_kj_mol": 528.21, "lumo_ev": -6.524, "largest_force_ha_per_bohr": 0.071, "e_homo_ev": -16.2, "total_charge": 1, "gap_ha": 0.357, "symbols": ["C", "C", "C", "C", "N", "H", "H", "H", "H", "H", "H"], "xyz": [[-0.2141, -0.8318, -1.0921], [-0.7196, -1.6267, -1.9551], [0.7452, 0.3327, -0.9533], [-0.6597, 0.2842, 1.1486], [0.2383, -0.3240, 0.2137], [1.7856, 0.2931, -1.2760], [0.6204, 1.3883, -0.9800], [-1.4583, 0.8563, 0.7590], [-0.9977, -0.3825, 1.8229], [-0.0750, 1.0528, 1.6363], [0.7349, -1.0424, 0.6759]], "atomic_forces_ev_per_a": [[1.37, 3.03, 1.04], [-0.71, -0.99, -0.86], [1.26, -0.09, -0.98], [0.98, 3.52, -0.34], [-1.01, -1.66, -1.01], [0.06, -1.38, 0.41], [-1.79, 0.75, -0.24], [-0.92, 0.07, -1.21], [-1.08, -2.43, 2.13], [0.33, -0.01, 0.57], [1.51, -0.82, 0.48]]}

# 6
{"formula": "C5H12N2O2", "method": "ωB97M-V/def2-TZVPD", "relative_energy_kj_mol": 335.76, "lumo_ev": 0.695, "largest_force_ha_per_bohr": 0.044, "e_homo_ev": -8.7, "gap_ha": 0.346, "symbols": ["C", "C", "C", "N", "N", "O", "H", "H", "H", "H", "H", "H", "H", "H", "C", "C", "O", "H", "H", "H", "H"], "xyz": [[0.5258, 2.1451, 0.7601], [-0.0521, -0.4121, 0.5403], [-0.3782, 1.0547, 0.2993], [0.8844, -0.7784, 1.5627], [-1.3192, -1.1351, 0.6849], [-1.6735, 1.3621, 0.1753], [-2.1394, 0.5301, 0.4770], [1.7259, -1.1344, 1.1012], [1.2028, -0.0344, 2.1714], [-1.3018, -1.7029, 1.5255], [-1.5099, -1.7723, -0.0792], [0.4614, 2.2326, 1.8503], [1.5528, 1.8840, 0.4899], [0.2295, 3.1001, 0.3254], [-0.1211, -1.1522, -2.0384], [0.6633, -0.4756, -0.9107], [1.9249, -0.5804, -0.8869], [0.2028, 0.8260, -1.0781], [-0.0218, -2.2363, -1.9393], [0.3208, -0.8422, -2.9847], [-1.1775, -0.8784, -2.0461]], "atomic_forces_ev_per_a": [[0.23, -0.11, 0.03], [0.37, -0.57, -0.38], [0.64, 0.05, -1.67], [0.20, -0.07, 0.23], [-0.21, -0.29, -0.03], [0.07, -0.39, 0.58], [0.19, 0.14, -0.45], [-0.19, 0.15, -0.05], [-0.30, 0.11, -0.14], [0.18, 0.24, 0.01], [0.10, 0.12, -0.08], [-0.02, -0.02, -0.03], [-0.07, 0.17, 0.05], [0.07, -0.12, -0.03], [-0.11, 0.63, -0.02], [0.85, -1.61, 1.38], [-1.42, 0.62, -0.21], [-0.63, 0.94, 0.71], [0.06, 0.11, 0.08], [-0.01, -0.12, 0.03], [0.00, 0.00, -0.01]]}